(1)
Computed, not measured: C44H35CoNO2P2S2Si as an isolated structure, with wB97M-V/def2-TZVPD.

Summary:
- Multiplicity: 2
- Frontier orbital gap (spin up / spin down): 0.2285 / 0.2826 hartree
- Energy above the lowest of the compared OMol25 structures with the same formula, charge and spin: 0.000 eV
- <S²>: 1.045

Last column: Mulliken spin population.
Cartesian coordinates (Å):
Co: 0.42582 0.60099 -0.58845  1.4389
C: 3.23547 -1.77033 -0.61313  -0.0233
Si: 1.50441 -1.30344 0.00639  -0.3122
C: 1.65620 -1.22388 1.90864  -0.0482
C: 2.37415 -2.21089 2.58766  0.0068
C: 2.57502 -2.14026 3.95662  -0.0024
C: 2.07718 -1.05981 4.67187  0.0003
C: 1.36595 -0.06953 4.01566  -0.0037
C: 1.15042 -0.14726 2.63737  0.0198
P: 0.17722 1.13100 1.76036  0.0243
C: -1.08432 1.46875 3.06121  -0.0084
C: -1.71642 0.38384 3.66669  0.0044
C: -2.63109 0.58002 4.68680  0.0000
C: -2.94690 1.86356 5.10670  0.0025
C: -2.34163 2.95070 4.49599  -0.0019
C: -1.41681 2.75635 3.47985  0.0010
C: 1.17029 2.66176 1.87826  -0.0162
C: 0.64680 3.78169 1.22545  -0.0064
C: 1.33764 4.97990 1.21861  -0.0020
C: 2.57530 5.06446 1.84436  -0.0014
C: 3.10536 3.95463 2.47986  0.0001
C: 2.40580 2.75365 2.50364  0.0009
C: 0.29502 -2.66090 -0.57272  -0.0770
C: 0.70100 -3.99425 -0.61067  0.0145
C: -0.07835 -4.96668 -1.21762  0.0005
C: -1.28294 -4.61534 -1.80858  -0.0020
C: -1.71675 -3.29967 -1.76384  0.0005
C: -0.93973 -2.32536 -1.14270  0.0439
P: -1.51399 -0.59683 -0.98259  -0.0824
C: -2.67184 -0.35004 -2.37358  -0.0082
C: -4.00586 -0.75774 -2.34888  0.0011
C: -4.82262 -0.52629 -3.44465  -0.0001
C: -4.32196 0.11519 -4.56949  0.0020
C: -3.00032 0.53221 -4.59590  0.0010
C: -2.18201 0.30973 -3.49866  0.0076
C: -2.71560 -0.72179 0.38973  -0.0126
C: -2.91556 -1.87321 1.14403  0.0080
C: -3.91993 -1.91116 2.10471  -0.0007
C: -4.72396 -0.80415 2.32164  0.0005
C: -4.50983 0.35976 1.59403  -0.0024
C: -3.50685 0.40179 0.64242  0.0046
H: 3.58543 -2.68974 -0.13772  -0.0045
H: 3.96339 -0.98446 -0.40297  0.0009
H: 3.18738 -1.94430 -1.68631  0.0092
H: 2.77658 -3.05214 2.03362  -0.0012
H: 3.12111 -2.92496 4.46612  -0.0007
H: 2.24063 -0.99097 5.74009  0.0004
H: 0.97588 0.77239 4.57479  0.0007
H: -1.47324 -0.62318 3.34955  -0.0024
H: -3.10838 -0.27206 5.15474  -0.0001
H: -3.65633 2.01908 5.90969  0.0002
H: -2.57659 3.95707 4.81902  -0.0001
H: -0.93883 3.61442 3.03236  0.0001
H: -0.30206 3.69559 0.70452  -0.0016
H: 0.92481 5.84074 0.70820  0.0000
H: 3.12915 5.99425 1.82269  -0.0002
H: 4.07527 4.01669 2.95744  0.0001
H: 2.82870 1.88734 2.99606  0.0012
H: 1.65329 -4.27555 -0.17299  -0.0027
H: 0.26255 -5.99429 -1.24963  -0.0006
H: -1.88316 -5.36306 -2.31173  0.0000
H: -2.65852 -3.02778 -2.22428  -0.0001
H: -4.40607 -1.25600 -1.47471  0.0009
H: -5.85624 -0.84859 -3.41785  -0.0001
H: -4.96646 0.29261 -5.42114  0.0001
H: -2.59908 1.03483 -5.46659  -0.0001
H: -1.15448 0.64104 -3.52001  0.0066
H: -2.30945 -2.75093 0.95782  0.0000
H: -4.08087 -2.81947 2.67266  0.0001
H: -5.51027 -0.84183 3.06513  -0.0001
H: -5.12368 1.23331 1.77483  0.0000
H: -3.35246 1.30171 0.05522  0.0065
O: 0.51895 -0.30106 -4.92364  0.0021
S: 1.43086 -0.65797 -3.87271  0.0141
O: 1.44331 -2.03301 -3.45837  -0.0004
N: 1.24658 0.35562 -2.55510  -0.0136
C: 2.32956 1.11050 -2.40149  -0.0059
S: 2.38810 2.10108 -1.04701  0.0339
C: 3.38808 0.92232 -3.38989  -0.0083
C: 4.59172 1.60223 -3.51093  -0.0066
C: 5.43246 1.26149 -4.55848  0.0024
C: 5.09185 0.25434 -5.45777  -0.0037
C: 3.89292 -0.43777 -5.32955  0.0017
C: 3.06283 -0.07999 -4.29223  0.0013
H: 4.85142 2.37077 -2.79476  -0.0015
H: 6.36875 1.78815 -4.69005  -0.0001
H: 5.76151 0.01308 -6.27248  -0.0002
H: 3.61933 -1.23272 -6.01124  0.0000

***

(2)
Computed, not measured: a 4-piece molecular cluster, C14H24F6N2O6 overall, with wB97M-V/def2-TZVPD.

Summary:
- Frontier orbital gap: 0.3398 hartree

Last column: natural (NBO) charge in e.
Cartesian coordinates (Å):
C: 1.23721 4.43786 1.63695  -0.6288
C: 0.50269 3.09657 1.83640  -0.0787
O: 1.19939 2.38986 2.79145  -0.5076
C: 0.90362 1.11687 3.20866  0.7238
O: -0.17089 0.57178 3.15571  -0.5155
C: 2.15494 0.43760 3.76129  0.8951
F: 2.81130 -0.13585 2.75034  -0.3248
F: 2.98522 1.31622 4.14803  -0.2855
F: 1.96771 -0.52934 4.68001  -0.3026
H: 1.23090 4.85932 2.64215  0.2155
H: 0.90359 5.14444 0.87699  0.2220
H: 2.25776 4.23613 1.31154  0.2065
H: 0.34532 2.70483 0.83148  0.2082
H: -0.48567 3.33234 2.23095  0.1726
C: -2.38028 -1.98106 -3.14521  -0.6333
C: -1.02696 -1.79238 -2.49007  -0.0835
O: -0.66633 -2.94288 -1.73213  -0.4789
C: 0.60347 -3.15473 -1.20690  0.7342
O: 1.58211 -2.36000 -1.13481  -0.6253
C: 0.72425 -4.55242 -0.62198  0.8985
F: -0.18210 -5.40809 -1.21523  -0.3096
F: 1.90911 -4.92377 -1.00431  -0.2877
F: 0.65368 -4.51229 0.73934  -0.3029
H: -3.18070 -2.07425 -2.41122  0.2100
H: -2.39254 -2.70790 -3.95740  0.2003
H: -2.63285 -1.02521 -3.60418  0.2681
H: -1.01759 -0.90373 -1.85893  0.2114
H: -0.26907 -1.51777 -3.22376  0.1808
C: -1.96424 0.49695 1.31599  -0.4037
N: -2.41530 0.06083 -0.01107  -0.4147
C: -3.31514 -1.05276 0.03635  -0.4238
C: -1.89717 0.51857 -1.16998  0.5219
O: -2.19471 0.09313 -2.31190  -0.6999
H: -1.46629 1.46500 1.37086  0.2248
H: -1.19801 -0.18116 1.69170  0.2594
H: -2.75921 0.56369 2.05874  0.1827
H: -3.96889 -1.03874 -0.83572  0.2183
H: -2.76590 -1.99149 -0.03598  0.2042
H: -4.03031 -1.04943 0.85892  0.2183
H: -1.11325 1.25664 -0.93995  0.1351
C: 2.41384 -0.23564 -1.68469  -0.4013
N: 1.51705 0.54346 -0.77213  -0.4354
C: 1.45064 2.00208 -1.04436  -0.4094
C: 0.81157 -0.02853 0.25946  0.5322
O: 0.05065 0.59521 0.97270  -0.7009
H: 2.70241 -1.13701 -1.14400  0.2587
H: 3.37031 0.28459 -1.73602  0.1833
H: 2.01488 -0.33172 -2.69450  0.1959
H: 1.37357 2.20855 -2.11184  0.2103
H: 0.51494 2.36725 -0.62102  0.1954
H: 2.29600 2.58015 -0.67114  0.2030
H: 1.00527 -1.11179 0.22443  0.1631

***

(3)
Computed, not measured: C34H61N6O3SSi4V as an isolated structure, with wB97M-V/def2-TZVPD.

Summary:
- Multiplicity: 4
- Total charge: -1
- Frontier orbital gap (spin up / spin down): 0.2411 / 0.2451 hartree
- Energy above the lowest of the compared OMol25 structures with the same formula, charge and spin: 0.399 eV
- <S²>: 3.764

Last column: Mulliken spin population.
Cartesian coordinates (Å):
V: 0.01634 0.50878 -0.35127  2.7671
N: -1.50439 0.14209 3.39865  0.0093
C: -2.78952 0.43774 4.01870  -0.0003
C: -3.59829 1.38699 3.13413  0.0008
C: -4.20194 0.74194 1.88301  -0.0019
C: -3.22211 0.05430 0.93279  0.0260
N: -2.15382 0.93961 0.45547  0.0626
H: -0.94820 -0.52920 3.91382  0.0035
H: -0.94782 0.98069 3.27263  -0.0015
H: -2.70507 0.86571 5.02987  0.0002
H: -3.33959 -0.50504 4.12793  0.0001
H: -2.96439 2.23517 2.85824  -0.0010
H: -4.41777 1.81297 3.72116  0.0000
H: -4.74153 1.51483 1.32250  0.0001
H: -4.95756 0.00607 2.18340  0.0001
H: -3.77394 -0.32347 0.06779  0.0048
H: -2.74119 -0.79890 1.40395  0.0049
H: -1.73559 1.39379 1.26655  -0.0202
H: -2.55447 1.70716 -0.07518  0.0272
O: -0.55233 3.08005 1.87356  -0.0030
S: -0.56258 3.81237 0.62320  0.0147
O: -1.74561 4.61031 0.38387  -0.0006
N: -0.24225 2.78389 -0.55211  -0.0304
C: -0.57190 3.17989 -1.84319  0.0282
C: -0.79507 4.46671 -2.29616  0.0185
C: -1.05269 4.73504 -3.65253  -0.0112
C: -1.06946 3.74345 -4.59122  0.0147
C: -0.83879 2.41194 -4.17655  -0.0133
C: -0.77328 1.33440 -5.09252  0.0336
C: -0.50247 0.07845 -4.64470  -0.0225
C: -0.34252 -0.11725 -3.25604  0.0408
N: -0.42490 0.85272 -2.37792  -0.0646
C: -0.62964 2.13160 -2.81414  0.0428
C: 0.79404 4.96517 0.72313  0.0023
C: 0.77173 5.91329 1.73740  -0.0016
C: 1.81371 6.81748 1.85157  0.0001
C: 2.87347 6.77810 0.95262  0.0000
C: 2.89065 5.82631 -0.05448  -0.0007
C: 1.85020 4.91401 -0.17126  0.0010
H: -0.78156 5.30048 -1.61017  0.0023
H: -1.22446 5.76416 -3.94429  -0.0008
H: -1.24378 3.95412 -5.63889  0.0000
H: -0.92188 1.53498 -6.14747  0.0020
H: -0.41571 -0.77236 -5.30537  0.0000
H: -0.13797 -1.10101 -2.85346  0.0230
H: -0.05487 5.93518 2.43666  0.0001
H: 1.80322 7.55351 2.64560  0.0000
H: 3.69003 7.48319 1.04558  0.0000
H: 3.72135 5.77845 -0.74700  0.0000
H: 1.87805 4.13932 -0.92617  0.0022
C: 2.72721 2.18964 1.81462  0.0122
C: 1.85455 1.20728 2.57102  0.0088
C: 2.66166 0.38369 3.56161  -0.0019
O: 1.12685 0.31691 1.69848  -0.0613
H: 3.61737 1.70544 1.41017  0.0024
H: 3.03776 3.00207 2.47750  0.0005
H: 2.18129 2.61428 0.97821  0.0155
H: 1.08547 1.76218 3.10002  0.0043
H: 3.40671 -0.21772 3.03291  -0.0003
H: 2.01917 -0.29041 4.12868  0.0002
H: 3.18867 1.03507 4.26243  0.0004
C: 2.38044 -2.49427 -2.67524  0.0064
Si: 1.64324 -3.34524 -1.14776  -0.0079
C: 1.38990 -5.12550 -1.77390  -0.0006
C: 3.02181 -3.51447 0.15308  0.0015
Si: -0.23629 -2.18365 -0.29744  0.0010
Si: -1.90343 -3.35485 -1.50160  -0.0177
C: -2.19185 -5.17650 -1.04607  -0.0022
C: -3.64165 -2.61055 -1.34287  0.0005
C: -1.64142 -3.40866 -3.38817  0.0014
Si: -0.47598 -3.37539 1.72665  -0.0074
C: -2.26512 -3.34127 2.35810  -0.0006
C: 0.03080 -5.20241 1.70782  -0.0014
C: 0.54906 -2.66542 3.15274  0.0033
H: 3.34280 -2.97073 -2.89478  0.0002
H: 2.55614 -1.42348 -2.54616  0.0005
H: 1.74082 -2.64628 -3.55017  0.0012
H: 2.36528 -5.46429 -2.14348  0.0003
H: 0.68042 -5.19589 -2.60134  0.0004
H: 1.07210 -5.81808 -0.99070  -0.0012
H: 3.93935 -3.05630 -0.22681  -0.0001
H: 3.22159 -4.57089 0.35237  -0.0006
H: 2.78302 -3.01687 1.09383  -0.0002
H: -2.60323 -5.27853 -0.03828  0.0002
H: -1.30236 -5.80635 -1.11559  -0.0003
H: -2.93885 -5.56316 -1.74868  0.0001
H: -3.98392 -2.54681 -0.30768  0.0006
H: -4.33006 -3.26437 -1.89047  -0.0002
H: -3.69926 -1.61290 -1.78330  -0.0010
H: -0.65086 -3.76149 -3.68282  0.0002
H: -1.81413 -2.43739 -3.85271  -0.0006
H: -2.38250 -4.09986 -3.80470  -0.0001
H: -2.98959 -3.69717 1.62225  0.0002
H: -2.54993 -2.32925 2.65550  0.0005
H: -2.33641 -3.98416 3.24300  -0.0001
H: -0.52466 -5.82276 1.00026  -0.0004
H: -0.14337 -5.59755 2.71580  0.0003
H: 1.09726 -5.30482 1.49380  0.0002
H: 0.61016 -1.57734 3.10734  0.0010
H: 1.56787 -3.06158 3.13273  0.0006
H: 0.09538 -2.96865 4.10281  0.0003
N: 2.94849 -0.30407 -0.34142  0.0569
C: 4.14033 -0.09398 -0.90147  0.0107
C: 4.04523 0.87212 -1.90836  0.0135
C: 2.69452 1.20685 -1.90419  0.0596
N: 2.06038 0.49995 -0.95896  -0.0638
H: 1.81980 -0.18623 1.20493  0.0055
H: 5.00586 -0.64167 -0.55605  0.0005
H: 4.82317 1.25304 -2.54916  0.0013
H: 2.15110 1.90155 -2.52999  -0.0022

***

Number 1: strongest force on any atom 0.959 eV/A, DFT total energy -137535.4504 eV. Number 2: strongest force on any atom 7.296 eV/A, DFT total energy -46470.5559 eV. Number 3: strongest force on any atom 0.906 eV/A, DFT total energy -119371.7105 eV.